Density functional theory data (ωB97M-V/def2-TZVPD) for a cluster of 2 separate species, C2H7N4S2 in total in a non-equilibrium geometry.

Each line ends with the natural charge from an NBO analysis.
Atoms and positions in Å:
C 0.229 1.766 0.320  -0.48
C 1.282 -1.505 0.239  -0.52
N -2.020 -0.708 -0.508  0.18
N -0.932 -1.117 -0.252  0.16
N -3.218 -0.427 -0.549  -0.22
N 0.214 -0.741 -0.360  -0.02
S -5.859 0.293 -0.196  0.00
S -4.193 0.072 0.825  0.44
H 1.318 1.821 0.260  0.18
H -0.338 1.969 -0.535  0.16
H -0.220 1.265 1.097  0.14
H 1.782 -2.393 -0.325  0.28
H 2.114 -0.776 0.357  0.25
H 1.220 -1.968 1.223  0.24
H -5.473 1.284 -1.204  0.19

Values from the calculation:
LUMO energy (alpha / beta) ... -0.1967 / -0.2806 hartree
Total charge ... +1
Relative energy (zero: lowest compared OMol25 entry of this formula, charge and spin) ... 102.3 kcal per mole
Multiplicity ... 3
E_tot ... -1095.20758 hartree

=====

Density functional theory data (ωB97M-V/def2-TZVPD) for a structure of composition C2H7N5 in a non-equilibrium geometry.

Each line ends with the natural charge from an NBO analysis.
Atoms and positions in Å:
N -0.597 -0.492 0.267  -0.44
C 0.155 0.848 0.318  0.59
C 0.528 -0.869 -1.222  0.19
N -1.959 -0.486 -0.103  -0.64
N 1.234 0.775 1.181  -0.83
N -0.322 1.963 -0.039  -0.72
N 1.215 -1.850 -1.075  -0.83
H -0.426 -1.149 1.026  0.39
H -2.010 -0.428 -1.119  0.36
H -2.427 0.324 0.307  0.35
H 1.788 1.620 1.162  0.40
H 1.786 -0.069 1.117  0.39
H -1.149 1.917 -0.622  0.35
H 2.183 -2.104 -1.198  0.43

Values from the calculation:
LUMO energy ... 0.0395 hartree
Relative energy (zero: lowest compared OMol25 entry of this formula, charge and spin) ... 89.5 kcal per mole
E_tot ... -354.04880 hartree